A cluster of 13 separate species, C17H60N6O13 in total at a distorted geometry. Source: the OMol25 dataset; level of theory: ωB97M-V/def2-TZVPD.

Calculated values
HOMO-LUMO gap: 8.827 eV
Relative energy (zero: lowest compared OMol25 entry of this formula, charge and spin): 180.2 kJ/mol
E_LUMO: -0.009 Ha
Strongest force on any atom: 8.377 eV/Å
Highest occupied orbital energy: -9.07 eV

Cartesian coordinates (Å):
C  -4.6731  1.2829  -0.2594
C  -4.9652  1.4357  1.1804
O  -4.5575  0.3099  1.9688
H  -4.9486  0.2811  -0.6588
H  -3.6138  1.2958  -0.4822
H  -5.0892  2.0521  -0.9144
H  -5.9917  1.7370  1.2439
H  -4.2811  2.2260  1.5205
H  -3.7414  0.5904  2.3636
C  1.9823  0.0534  -4.8878
C  3.2724  -0.6397  -4.4830
O  3.9966  -0.5953  -5.6198
H  1.7426  -0.2469  -5.9220
H  1.9202  1.2073  -4.7766
H  1.1607  -0.2369  -4.2769
H  3.2213  -1.6080  -3.9471
H  3.7444  0.1049  -3.7605
H  4.9079  -0.3264  -5.4024
C  0.8137  -2.9535  -2.4486
C  1.6921  -4.1620  -2.8439
O  1.6780  -4.3324  -4.2515
H  1.4014  -2.0955  -2.6374
H  0.4548  -2.8362  -1.4405
H  -0.1207  -2.8991  -2.9953
H  1.1474  -5.0541  -2.4242
H  2.7394  -4.0258  -2.4679
H  2.1108  -5.1698  -4.3657
C  0.3325  3.2123  3.6127
C  1.0468  2.1308  2.7994
O  2.3590  2.4498  2.7727
H  0.7263  3.3827  4.6619
H  -0.6896  2.9316  3.7460
H  0.5110  4.2089  3.1686
H  0.5960  1.9893  1.9023
H  0.9522  1.1489  3.3272
H  2.6429  2.8883  3.6042
C  -1.8139  0.3589  3.6816
O  -1.7611  0.4588  2.3128
N  -2.5138  1.1568  4.5486
N  -1.1369  -0.5610  4.3320
H  -2.8162  2.0864  4.0816
H  -2.3322  1.1595  5.5254
H  -0.4011  -1.0398  3.8117
H  -1.0111  -0.5058  5.3643
C  3.3121  -0.8611  -0.8212
O  2.9212  0.3793  -1.4649
N  4.5105  -1.3855  -1.0472
N  2.5959  -1.4809  0.0458
H  5.2612  -0.8921  -1.6087
H  4.8212  -2.2048  -0.5289
H  1.6265  -1.2749  0.0286
H  2.9431  -2.2960  0.5812
C  1.2429  4.2410  -0.1330
O  0.5832  5.0781  0.7861
N  2.1088  3.3692  0.2089
N  1.1012  4.2258  -1.4709
H  2.1554  3.2377  1.3187
H  2.6263  2.6735  -0.3336
H  0.5754  5.0215  -1.7279
H  1.6984  3.6985  -2.1694
C  1.7382  -1.9845  4.3927
O  1.2784  -1.3405  3.2459
H  1.3334  -1.4298  5.2156
H  2.7982  -2.0692  4.3488
H  1.4771  -3.0554  4.4651
H  1.9298  -0.7187  2.9324
C  0.3420  -4.5142  1.2175
O  1.0075  -4.8275  2.2955
H  0.7400  -3.5354  0.8756
H  -0.6154  -4.2571  1.6814
H  0.4232  -5.1855  0.4733
H  0.4162  -4.6407  3.0525
C  -2.1582  0.1624  -3.2907
O  -1.5289  1.3887  -3.6124
H  -2.8689  -0.1834  -4.0306
H  -2.7565  0.3148  -2.2888
H  -1.4966  -0.6495  -3.0784
H  -1.3696  1.8331  -2.7810
C  -3.4919  -1.9437  -0.4507
O  -2.4050  -2.4257  -1.2037
H  -3.2017  -1.2755  0.3399
H  -3.9523  -2.7520  -0.0450
H  -4.2172  -1.5274  -1.1724
H  -1.6815  -2.4208  -0.5483
C  -2.1445  3.7287  -0.2948
O  -1.3780  3.0896  -1.2949
H  -3.2215  3.4293  -0.2683
H  -2.0645  4.8082  -0.3719
H  -1.7382  3.4832  0.7097
H  -0.4505  3.4016  -1.3582
C  -0.1740  0.3245  -0.4948
O  -0.0954  -0.8243  0.3958
H  0.1884  0.1405  -1.5029
H  0.4334  1.0689  -0.1112
H  -1.2722  0.6025  -0.5516
H  -0.6012  -0.5961  1.1813

Cartesian forces, eV/Å:
0.536 -1.531 -2.062
1.749 0.539 0.380
-1.714 -0.054 -0.519
-0.439 0.767 0.369
0.487 0.112 0.249
-0.328 0.012 0.281
-0.693 -0.191 0.964
-0.727 0.586 0.058
0.771 -0.247 0.024
-1.193 0.890 0.141
-0.651 3.194 2.975
3.311 -0.572 -2.427
0.039 0.305 0.373
0.832 -1.863 -0.450
-0.857 -0.505 0.561
-0.325 0.164 -0.667
-0.500 -1.220 -0.211
-0.629 -0.414 -0.401
0.215 -0.430 -0.649
-1.712 -0.262 1.258
0.064 0.694 0.207
0.320 1.329 -0.429
0.434 -0.672 0.805
0.069 -0.180 -0.633
1.089 0.435 0.106
-0.816 -0.331 -0.075
0.273 -0.537 -0.590
0.741 0.671 0.812
-1.514 -0.608 5.612
3.653 0.721 -0.216
-0.014 -0.854 -0.877
-0.847 0.365 -0.177
-0.690 -0.540 -0.359
-0.860 -0.030 -3.075
-0.329 0.485 -0.238
-0.481 -0.427 -0.862
0.287 1.002 -4.064
-0.645 0.016 6.514
-1.330 2.956 -3.817
1.425 -1.624 1.248
0.490 -2.238 1.506
0.163 0.017 0.413
-0.224 0.153 0.036
-0.311 -0.062 -1.514
0.045 7.270 -4.163
1.765 -6.241 3.303
3.137 0.284 -1.383
-0.732 -1.760 1.978
-1.870 -0.737 1.103
-0.218 0.409 -0.357
-1.393 0.117 0.739
-0.553 0.876 -0.821
-2.336 3.866 3.174
2.989 -4.143 -5.099
2.404 -2.685 6.289
-0.622 0.623 -1.929
0.658 0.332 -3.275
-0.645 0.440 -0.197
-0.338 0.795 -1.304
-1.032 1.128 1.620
0.144 -0.962 0.067
-0.671 -0.652 -1.228
0.334 -0.017 1.105
1.068 0.481 0.563
-0.670 0.532 -0.347
0.210 0.276 -0.249
-2.473 5.561 -0.211
3.077 -2.045 5.991
-0.371 -0.212 -0.646
-1.129 -0.235 -2.057
-0.343 -2.536 -2.569
1.207 -0.493 -0.531
-1.582 0.869 2.551
-0.027 -0.711 -0.791
-0.055 0.345 -0.441
0.817 -0.444 -1.823
0.806 -0.489 0.004
-0.089 0.476 0.400
0.030 1.343 -1.969
1.449 0.067 0.524
-0.007 0.690 0.118
-1.684 -2.427 1.636
0.409 0.255 0.508
0.018 -0.047 -0.820
0.193 -0.001 1.301
-0.574 -0.657 -0.578
1.041 0.084 -0.668
-0.169 0.249 -0.113
-0.187 0.040 -0.362
-0.828 0.087 0.411
-2.924 -1.313 -0.101
0.443 -0.268 -1.210
0.040 -0.684 0.084
0.925 1.841 0.808
1.474 0.086 0.010
-0.279 0.319 0.375